# 1
37
Properties=species:S:1:pos:R:3:forces:R:3 method="wB97M-V/def2-TZVPD" orbital_gap_ev=9.7 homo_energy_ev=-9.35
H -4.1752 1.4055 -0.7791 -1.0 -0.9 -0.3
O 1.1928 1.1993 -0.3015 -0.1 0.5 0.9
C 1.0675 2.4929 2.1090 0.1 1.8 1.9
C -2.5380 -0.9188 -0.7226 1.0 -0.9 -1.7
H 0.6613 3.0754 1.3152 -1.0 -0.1 -1.0
C -3.3114 -0.0715 -1.7365 -1.0 -2.2 -1.0
N 1.4597 0.0933 3.0024 -1.3 1.8 -0.3
H -0.0448 -2.9509 -1.7707 0.2 0.3 1.3
O 2.5234 -2.3968 -2.2756 2.7 -0.4 -2.4
C 1.1669 -1.6865 -0.4370 1.3 0.5 -3.1
H 2.6502 1.6912 0.4914 0.2 0.7 -0.2
N -4.4966 0.5053 -1.1944 -0.5 2.0 1.4
O 3.1007 3.5834 2.7475 1.2 2.1 1.2
H -3.5939 -0.7827 -2.5520 0.0 0.3 0.6
C 2.1231 -1.3041 -1.7419 -2.9 6.6 1.7
C 2.5956 2.8799 1.9501 -3.1 -1.6 2.2
C -1.1341 -1.1787 -1.4423 -1.2 2.4 -2.7
C -0.1566 -2.1885 -0.9478 -1.2 -2.1 1.0
H -0.3991 0.9824 2.1618 0.7 -0.4 0.2
H -3.1819 -1.8166 -0.5594 0.9 0.3 0.0
H 0.8600 -0.0218 3.8633 1.7 0.7 -0.9
H 0.7556 -1.2815 1.4860 0.4 1.2 -1.0
H 2.3405 0.6637 3.0586 -0.9 -1.3 1.3
H 3.1535 -2.0192 -2.9868 -1.2 -1.2 0.8
H -5.3213 0.6942 -1.7778 1.0 -0.3 0.0
H -2.7093 0.6123 -2.2693 1.1 1.1 -0.3
H 0.5867 3.0565 3.0607 1.6 -1.7 -1.9
O 3.2617 2.2024 1.0900 1.1 -1.4 -2.2
H -0.6212 -2.6531 0.0088 0.5 0.1 -1.7
H -0.6953 -0.1592 -1.6572 0.1 -0.7 1.3
H -1.2694 -1.3257 -2.5839 -0.6 -0.6 1.7
O 2.2633 -0.1282 -2.2267 0.2 -5.5 1.5
N 0.9254 -0.7479 0.5956 -0.5 -8.4 1.8
C 0.7106 0.9973 2.0261 -0.6 1.0 2.0
H 1.6443 -2.4978 0.0638 0.7 -0.8 0.0
H -2.3590 -0.4733 0.2468 -0.1 0.5 0.2
C 0.9645 0.4677 0.6852 0.3 6.7 -2.3

# 2
41
Properties=species:S:1:pos:R:3:forces:R:3 method="wB97M-V/def2-TZVPD" orbital_gap_ev="6.0 / 5.3" total_charge=-1 spin_multiplicity=3 s2=2.029 homo_energy_ev="-3.42 / -3.39"
H 1.1545 3.1237 0.1827 0.0 0.0 0.0
H 4.7536 -0.7933 -1.3218 0.1 0.0 0.0
H 5.1348 -2.1319 -0.2129 -0.1 0.0 -0.1
H 4.7037 -2.4615 -1.9099 0.1 0.0 -0.1
C -1.5970 3.3321 0.0303 -0.1 0.1 0.2
H -4.1862 1.8407 1.6964 0.0 0.0 -0.1
H 2.6497 -1.8859 -3.4984 0.1 0.0 0.0
H -1.9974 3.3237 -0.9947 0.0 0.1 0.0
H -2.1701 -1.1025 1.4990 -0.2 0.1 0.0
O -0.2873 -1.4621 -1.8747 0.3 0.1 -0.3
O -0.3645 0.0795 0.9164 -0.5 0.7 -0.3
H 1.1252 1.3650 -0.0947 0.0 0.1 0.0
H -3.7268 -0.7482 0.7384 0.0 0.0 0.0
Se 0.4090 -2.5730 3.2071 0.7 -0.2 2.9
Te -1.2179 -3.7425 1.5465 -2.4 -1.7 -1.8
C 2.2513 -1.0852 -2.8738 -0.3 0.0 0.1
H 0.5718 2.4696 -1.3712 0.0 0.0 0.0
Se -2.4411 -3.8659 -0.6071 0.1 0.1 0.1
Pd 0.6652 -2.2444 0.9823 0.5 -0.3 -1.0
C 1.9757 -1.6053 -1.4927 -1.0 0.0 -0.4
H -3.4241 4.1216 0.8880 0.0 0.0 0.0
N -0.7259 2.2038 0.2498 0.0 0.4 -0.1
H -1.0563 -2.0243 -1.6137 0.4 -0.2 0.4
N -2.4646 0.8934 1.0866 -0.6 0.1 0.1
N 0.7733 -1.8195 -1.0549 0.1 0.0 -0.3
H -2.3046 3.3815 2.0481 0.0 0.0 0.0
N 2.7484 -2.3048 0.5962 0.5 -0.3 1.0
C 4.5053 -1.8226 -1.0487 -0.3 -0.1 0.1
H -1.0028 4.2446 0.1521 -0.1 0.0 -0.1
C 3.0687 -1.9302 -0.6146 0.8 0.0 0.1
C 0.6065 2.3022 -0.2899 0.2 -0.2 0.0
H -3.4547 -0.3453 2.4588 -0.1 0.0 0.0
H -3.9288 1.8632 -0.0571 -0.1 0.1 0.0
Se 1.6803 -0.7888 3.1435 0.8 1.6 0.6
C -2.9967 -0.3924 1.4687 0.4 -0.3 0.0
O 3.5711 -2.6650 1.4914 -0.3 0.3 -1.2
C -3.4268 1.9526 0.9165 0.1 0.3 0.1
C -2.7285 3.2969 1.0450 0.0 -0.1 -0.2
H 1.3270 -0.7235 -3.3156 0.1 0.0 -0.1
H 2.9832 -0.2803 -2.8453 0.1 0.0 0.0
C -1.1578 1.0057 0.7483 0.9 -0.8 0.2

# 3
33
Properties=species:S:1:pos:R:3:forces:R:3 method="wB97M-V/def2-TZVPD" orbital_gap_ev=9.4 homo_energy_ev=-8.62
C -1.7249 1.1076 0.3542 1.0 -0.9 -1.3
O -2.2099 -3.4423 2.5345 -0.5 0.2 0.1
H 0.6015 -1.4792 -0.0377 1.2 1.3 0.0
C 1.0832 -0.5289 0.4083 -0.2 -1.7 0.0
O 0.1988 -3.4505 2.1768 1.6 -1.3 0.0
C -1.0641 1.3400 -1.9248 1.5 -1.5 -2.9
H 5.1259 0.2318 -1.4118 1.1 -0.2 -1.3
H 4.7863 0.1369 0.2394 -0.6 -0.6 -0.3
C -2.9080 1.5209 -0.4668 -3.2 0.8 1.0
H 2.9668 0.9375 -2.1976 0.4 0.2 2.4
H 1.2454 -0.7245 1.4811 0.2 0.5 -0.5
C -2.5472 1.7026 -1.9278 0.2 0.6 -0.3
H -0.2987 2.6312 -0.4819 -0.1 -1.2 0.6
H -2.6906 2.7758 -2.3048 -0.1 -1.6 0.5
S -0.9456 -2.6536 1.8646 -0.8 1.3 1.6
N -0.7163 -1.2270 2.8556 -0.5 -1.8 0.5
C 0.6672 0.7730 -0.1338 0.8 -0.1 0.1
H -3.3010 2.4948 -0.0574 0.3 -0.9 -0.3
H 3.9064 -1.0854 -0.9302 1.3 1.4 0.4
H -3.7856 0.8104 -0.3701 1.0 0.7 0.1
H 3.3613 1.9773 -0.6595 0.1 -1.1 -0.8
C 4.3468 -0.0374 -0.7671 -1.9 -0.5 1.2
H -2.0921 -4.0565 3.2958 0.6 0.8 -0.6
C 1.9038 0.5394 -0.3371 0.9 -1.0 -0.2
H 0.0957 -1.2618 3.5077 -0.8 -0.3 -0.9
H -1.0195 0.2717 -2.4242 0.5 1.7 1.5
H -3.1482 0.9591 -2.4968 0.5 0.9 -0.2
H -1.6213 0.0158 0.4881 -0.4 0.3 -0.1
H -0.4634 1.9961 -2.6214 -0.6 -0.8 0.6
H -0.6287 -0.4840 2.2038 0.1 0.9 -0.3
C -0.4838 1.5052 -0.4820 -3.2 2.5 -0.8
C 3.1726 0.9196 -1.0239 -0.5 0.7 -1.3
H -1.7936 1.5615 1.2930 0.2 0.6 1.7

# 4
31
Properties=species:S:1:pos:R:3:forces:R:3 method="wB97M-V/def2-TZVPD" orbital_gap_ev=9.6 homo_energy_ev=-8.70
C -1.2847 -2.7556 0.9320 -1.5 -0.5 0.3
H -1.0207 3.1224 0.5501 -0.4 -0.9 0.1
H -1.3273 1.3157 0.8390 -0.6 0.7 0.6
H 0.8567 3.8116 -1.4241 0.7 -0.1 -0.6
H -0.1651 0.8672 3.8520 -0.7 1.5 2.7
C 0.0638 -3.4110 0.6112 -0.4 -0.6 1.8
C -1.1514 -1.3478 0.3756 2.4 0.0 -0.4
H -1.1159 -1.2821 -0.6951 -0.5 -0.3 -0.8
C 1.4875 3.0986 -0.8868 -0.7 -0.6 2.3
H 2.5389 2.9174 -1.1496 -0.6 0.4 -0.4
H 0.0611 -3.6135 -0.4201 0.3 -0.4 -1.5
Si 0.3564 1.5810 -0.7220 0.2 0.2 -3.3
H -2.2167 2.1937 -0.4922 1.6 -0.2 0.6
C -1.2493 2.1224 0.1126 -0.2 0.2 -0.7
H -2.2547 -3.3130 0.5836 1.9 0.9 0.6
H -1.3467 -2.6101 2.0226 -0.2 -0.4 -0.1
C 0.1831 -0.2132 2.0304 1.2 0.5 1.3
C 0.2282 0.5094 3.0033 0.0 -2.1 -2.8
N 1.0929 0.1035 -0.1444 -0.4 -2.4 1.6
H -1.8082 -0.6005 0.7626 -0.7 0.1 0.2
H 1.8963 -2.4855 0.2409 0.7 0.5 0.2
H 1.4443 3.5052 0.1455 0.5 0.0 -0.3
H -0.3816 2.1945 -3.1775 0.2 -1.8 1.0
H 0.2830 -4.3682 1.1812 -0.5 1.0 -0.8
C 1.1260 -2.3558 0.9862 -1.5 -0.1 -0.4
C 0.0301 1.2508 -2.6303 -1.7 -0.8 -0.2
H 0.9575 1.0078 -3.1907 -0.4 -0.1 0.5
C 0.3421 -0.9471 0.7935 0.6 0.7 -0.3
H 1.4446 -2.6820 2.0056 0.1 1.3 -0.7
H 2.0844 0.0109 0.1415 -1.0 0.6 -0.5
H -0.7089 0.2800 -2.7234 1.6 2.5 -0.1

# 5
37
Properties=species:S:1:pos:R:3:forces:R:3 method="wB97M-V/def2-TZVPD" orbital_gap_ev=7.0 total_charge=+1 homo_energy_ev=-10.94
C -5.5930 25.8244 0.0716 0.7 -1.1 -0.3
O -9.6290 22.9243 3.5988 -0.2 0.2 -0.8
C -12.5065 22.8127 -1.2017 -0.4 -0.5 -0.4
H -7.7008 25.7040 0.0334 -0.3 0.5 -0.5
C -7.6088 23.3957 2.5360 1.9 0.6 0.4
H -12.3592 24.5923 -2.3423 -0.3 0.2 0.0
C -7.1937 21.8640 -1.9904 4.5 -1.6 0.9
O -8.0863 22.5587 -2.7725 -0.4 -0.4 1.7
H -7.2496 22.3986 2.2684 0.4 0.2 -0.2
O -12.7810 23.0287 -0.0522 -0.2 0.7 0.4
C -9.7267 23.4269 1.1969 -0.1 0.2 1.2
H -14.0394 23.9241 -2.1239 0.1 0.4 -0.1
H -6.7661 26.0270 -1.5755 -0.9 0.7 0.2
Rb -6.5511 23.2597 -5.2398 -0.2 -0.4 0.4
C -12.9943 23.7062 -2.3351 0.3 -0.7 0.3
H -5.3638 27.5091 1.2552 -0.1 0.1 0.1
O -7.3919 21.7724 -0.7687 -1.5 0.7 -0.4
Rb -3.8185 22.4425 -1.0393 -0.5 -0.1 0.3
H -12.9086 23.1954 -3.2933 0.0 0.1 0.0
H -7.1272 23.7198 3.4597 -0.5 -0.6 0.5
O -4.8307 24.9390 0.4311 0.2 0.3 -0.1
C -5.2650 27.2695 0.1917 0.1 0.1 1.2
H -10.5930 24.0510 1.4207 0.0 0.2 -0.5
C -9.0653 23.2284 2.5689 -1.0 -0.4 0.4
H -8.5841 22.5973 -1.9130 -1.6 1.2 -1.1
H -4.2027 27.4224 0.0054 -0.1 0.2 -0.4
H -10.0997 22.5354 0.7017 0.2 -0.2 0.3
H -8.9437 23.8919 0.6056 -0.5 0.2 -0.5
H -11.7932 21.1982 -2.4970 0.3 0.0 0.0
H -7.2264 24.1641 1.8635 -0.3 -0.4 -0.7
O -6.1132 21.4395 -2.5038 -0.3 0.9 -1.6
H -5.9561 27.9237 -0.3329 0.3 0.0 -0.2
C -11.6903 21.5637 -1.4771 -0.8 0.8 -0.1
H -12.1113 20.8651 -0.7575 0.6 -0.3 0.0
C -6.8593 25.4933 -0.6260 0.1 -0.6 -0.8
H -10.6900 21.9155 -1.2263 0.3 -0.8 -0.1
H -6.9360 24.4564 -0.9570 0.2 -0.3 0.7

# 6
30
Properties=species:S:1:pos:R:3:forces:R:3 method="wB97M-V/def2-TZVPD" orbital_gap_ev=11.7 homo_energy_ev=-10.64
H 0.5752 0.2895 -1.9507 -0.1 -0.7 -0.5
H 2.4319 -1.0818 -1.7432 -0.7 -0.2 0.0
C 2.3095 -1.7584 -4.8309 2.7 -1.0 1.1
C 1.3363 -0.0567 0.8099 -1.0 0.5 -0.4
H 1.1876 0.0141 1.9046 0.0 0.0 -0.6
H 1.0462 -0.1500 -7.1345 -0.1 -0.6 -0.1
H 3.1022 -1.1750 0.4874 -0.4 -0.5 -0.4
H 1.4483 -2.5396 -1.4219 0.0 0.6 0.0
H 4.4039 -1.4619 -5.4259 -0.4 0.3 -0.3
H -0.3045 1.0637 0.0345 -0.3 -0.6 -0.5
H 3.4548 0.0527 -5.3961 -0.1 -0.4 0.2
C 1.4049 -1.1711 -6.9016 -1.6 0.5 -1.4
C 2.0150 -1.3268 0.3446 0.1 0.0 -0.1
H 2.4603 -2.8424 -4.9970 0.5 0.3 0.3
H 3.0921 -0.2915 -7.7018 0.7 -0.5 0.3
C 0.0000 0.0000 0.0000 -0.7 -0.3 1.3
H 0.5563 -0.6330 -4.9384 -0.1 -0.2 -0.6
C 0.2749 -0.6172 -1.3910 1.4 1.5 0.3
H -0.5666 -1.0860 -1.9365 0.5 0.1 0.7
C 1.0340 -1.4719 -5.4802 -1.8 0.1 1.3
C 1.5718 -1.4701 -1.1645 0.7 -0.5 0.4
H 3.2718 -2.0657 -7.5750 0.0 0.4 0.4
H 2.3831 -1.5713 -3.7423 -0.2 -0.1 -0.6
H 1.7137 -2.1985 0.9567 0.0 0.4 -0.3
H 0.9077 -1.8702 -7.6012 0.3 0.4 0.2
C 3.4100 -1.0255 -5.6429 0.5 0.2 1.3
C 2.9172 -1.1628 -7.0417 -0.1 0.1 -1.9
H 1.8924 0.8443 0.4868 0.1 -0.5 0.2
H 0.4059 -2.3710 -5.3295 -0.2 0.7 -0.4
H -0.7895 -0.5925 0.5012 0.3 0.3 0.0